No. 1
Density functional theory data (ωB97M-V/def2-TZVPD) for 2 unconnected molecules or ions with the total composition C4H5NO.

```
! RIJCOSX wB97M-V def2-TZVPD def2/J DEFGRID3
* xyz 0 1
N -0.055 -2.236 -1.720
C 0.289 -1.297 -1.133
C 0.685 -0.151 -0.420
C 1.341 0.388 0.560
C 0.539 1.337 -0.276
H 1.996 0.261 1.407
H -0.407 1.724 0.102
H 1.053 1.985 -0.986
O -2.011 -0.330 0.778
H -2.133 -1.155 0.291
H -1.297 -0.526 1.397
*
```

relative energy (zero: lowest compared OMol25 entry of this formula, charge and spin): 291.43 kJ/mol
HOMO-LUMO gap: 10.33 eV
LUMO: 0.16 eV
HOMO: -10.18 eV
energy: -285.30359 a.u.
structure (SMILES): N#CC1=CC1.O

No. 2
Density functional theory data (ωB97M-V/def2-TZVPD) for C4H5NO in the gas phase.

```
! RIJCOSX wB97M-V def2-TZVPD def2/J DEFGRID3
* xyz 0 1
C 1.060 -0.375 -0.814
C 0.562 0.730 0.030
O 1.011 1.848 0.122
C -0.807 0.515 0.644
C -1.401 -0.832 0.734
N -1.952 -1.853 0.759
H 1.778 0.014 -1.530
H 0.296 -1.005 -1.300
H 1.564 -0.993 -0.060
H -1.180 0.982 -0.279
H -0.821 0.968 1.660
*
```

relative energy (zero: lowest compared OMol25 entry of this formula, charge and spin): 101.70 kJ/mol
HOMO-LUMO gap: 10.92 eV
LUMO: 0.55 eV
HOMO: -10.37 eV
energy: -285.37585 a.u.
structure (SMILES): CC(=O)CC#N

No. 3
Density functional theory data (ωB97M-V/def2-TZVPD) for C4H5NO in the gas phase.

```
! RIJCOSX wB97M-V def2-TZVPD def2/J DEFGRID3
* xyz 0 1
C 0.331 -1.278 0.629
C -0.653 -0.321 0.009
C -0.589 1.160 0.241
C -0.230 0.712 -0.932
N 0.680 1.109 -1.825
O 1.319 1.959 -1.246
H 0.450 -2.179 0.028
H 1.311 -0.822 0.739
H -0.014 -1.582 1.614
H -1.650 -0.723 -0.115
H -0.955 1.964 0.859
*
```

relative energy (zero: lowest compared OMol25 entry of this formula, charge and spin): 576.63 kJ/mol
HOMO-LUMO gap (spin up / spin down): 8.56 / 8.56 eV
LUMO (spin up / spin down): -0.84 / -0.84 eV
HOMO (spin up / spin down): -9.39 / -9.39 eV
energy: -285.19496 a.u.
structure (SMILES): C[C@H]1C=C1N=O

No. 4
Density functional theory data (ωB97M-V/def2-TZVPD) for C4H5NO in the gas phase.

```
! RIJCOSX wB97M-V def2-TZVPD def2/J DEFGRID3
* xyz 0 1
O 0.046 -0.659 -2.107
C 0.403 -0.195 -1.081
C 0.265 1.138 -0.392
C -0.771 0.545 0.531
C -0.349 -0.671 0.941
N 0.854 -1.018 0.358
H -0.070 1.991 -0.984
H 1.228 1.340 0.098
H -1.787 0.897 0.556
H -0.931 -1.375 1.531
H 1.112 -1.992 0.550
*
```

relative energy (zero: lowest compared OMol25 entry of this formula, charge and spin): 195.67 kJ/mol
HOMO-LUMO gap: 9.38 eV
LUMO: 1.02 eV
HOMO: -8.36 eV
energy: -285.34006 a.u.
structure (SMILES): O=C1CC=CN1

No. 5
Density functional theory data (ωB97M-V/def2-TZVPD) for C4H5NO in the gas phase.

```
! RIJCOSX wB97M-V def2-TZVPD def2/J DEFGRID3
* xyz 0 1
N -2.341 0.993 1.348
C -1.320 1.058 0.808
C -0.027 1.085 0.118
C 0.663 -0.264 0.208
C 0.244 -1.362 -0.657
O 1.438 -0.632 -0.915
H 0.597 1.874 0.550
H -0.184 1.333 -0.937
H 1.113 -0.495 1.173
H 0.385 -2.391 -0.330
H -0.568 -1.200 -1.366
*
```

relative energy (zero: lowest compared OMol25 entry of this formula, charge and spin): 151.00 kJ/mol
HOMO-LUMO gap: 11.85 eV
LUMO: 0.87 eV
HOMO: -10.98 eV
energy: -285.35707 a.u.
structure (SMILES): N#CC[C@H]1CO1

No. 6
Density functional theory data (ωB97M-V/def2-TZVPD) for C4H5NO in the gas phase.

```
! RIJCOSX wB97M-V def2-TZVPD def2/J DEFGRID3
* xyz 0 1
C -1.823 0.031 0.268
C -0.356 0.164 0.107
C 0.510 1.219 0.195
C 1.714 0.574 -0.057
N 1.552 -0.745 -0.194
O 0.246 -1.029 -0.182
H -2.087 -0.523 1.166
H -2.270 1.015 0.347
H -2.279 -0.485 -0.574
H 2.738 0.938 -0.077
H 2.055 -1.160 -0.999
*
```

relative energy (zero: lowest compared OMol25 entry of this formula, charge and spin): 398.28 kJ/mol
HOMO-LUMO gap: 8.33 eV
LUMO: 0.50 eV
HOMO: -7.84 eV
energy: -285.26289 a.u.
structure (SMILES): CC1=C=CNO1

No. 7
Density functional theory data (ωB97M-V/def2-TZVPD) for C4H5NO in the gas phase.

```
! RIJCOSX wB97M-V def2-TZVPD def2/J DEFGRID3
* xyz 0 1
C 1.583 0.429 0.033
N 0.983 0.228 1.134
C -0.256 -0.438 0.789
C -1.201 0.399 -0.041
C -0.240 -0.530 -0.714
O 1.008 0.000 -1.120
H 2.546 0.914 -0.089
H -0.587 -1.215 1.471
H -1.015 1.470 -0.033
H -2.247 0.118 -0.125
H -0.573 -1.374 -1.306
*
```

relative energy (zero: lowest compared OMol25 entry of this formula, charge and spin): 140.60 kJ/mol
HOMO-LUMO gap: 10.60 eV
LUMO: 1.07 eV
HOMO: -9.53 eV
energy: -285.36103 a.u.
structure (SMILES): C1=N[C@H]2C[C@H]2O1

No. 8
Density functional theory data (ωB97M-V/def2-TZVPD) for C4H5NO in the gas phase.

```
! RIJCOSX wB97M-V def2-TZVPD def2/J DEFGRID3
* xyz 0 1
O -1.805 1.352 0.940
C -0.964 0.632 0.477
C -0.963 -0.546 -0.504
N 0.357 -0.989 0.070
C 1.284 0.043 -0.345
C 0.442 0.304 0.854
H -1.763 -1.274 -0.348
H -0.905 -0.276 -1.563
H 1.109 0.527 -1.304
H 2.333 -0.142 -0.127
H 0.874 0.368 1.848
*
```

relative energy (zero: lowest compared OMol25 entry of this formula, charge and spin): 212.79 kJ/mol
HOMO-LUMO gap: 10.72 eV
LUMO: 0.95 eV
HOMO: -9.77 eV
energy: -285.33354 a.u.
structure (SMILES): O=C1CN2C[C@@H]12

No. 9
Density functional theory data (ωB97M-V/def2-TZVPD) for C4H5NO in the gas phase.

```
! RIJCOSX wB97M-V def2-TZVPD def2/J DEFGRID3
* xyz 0 1
C -2.120 -0.110 0.153
C -0.865 0.584 0.346
C 0.302 0.824 0.580
C 1.369 -0.196 0.518
N 2.288 0.030 -0.452
O 1.316 -1.212 1.182
H -2.064 -0.652 -0.798
H -2.990 0.542 0.152
H -2.199 -0.846 0.960
H 3.035 -0.639 -0.542
H 2.367 0.944 -0.863
*
```

relative energy (zero: lowest compared OMol25 entry of this formula, charge and spin): 196.01 kJ/mol
HOMO-LUMO gap: 10.62 eV
LUMO: 0.90 eV
HOMO: -9.72 eV
energy: -285.33993 a.u.
structure (SMILES): CC#CC(N)=O

No. 10
Density functional theory data (ωB97M-V/def2-TZVPD) for C4H5NO in the gas phase.

```
! RIJCOSX wB97M-V def2-TZVPD def2/J DEFGRID3
* xyz 0 1
N 0.186 -1.990 -2.317
C -0.060 -1.335 -1.429
C -0.342 -0.671 -0.198
C -0.615 0.844 -0.219
C 0.637 0.297 0.362
O 0.927 0.313 1.787
H -0.877 -1.313 0.468
H -0.621 1.367 -1.167
H -1.178 1.208 0.625
H 1.444 0.292 -0.245
H 0.501 0.988 2.333
*
```

relative energy (zero: lowest compared OMol25 entry of this formula, charge and spin): 184.57 kJ/mol
HOMO-LUMO gap: 11.16 eV
LUMO: 0.63 eV
HOMO: -10.52 eV
energy: -285.34429 a.u.
structure (SMILES): N#C[C@@H]1C[C@H]1O

No. 11
Density functional theory data (ωB97M-V/def2-TZVPD) for 2 unconnected molecules or ions with the total composition C4H5NO.

```
! RIJCOSX wB97M-V def2-TZVPD def2/J DEFGRID3
* xyz 0 1
C 1.413 1.422 -0.657
N 2.130 0.527 -0.508
O 2.853 -0.421 -0.342
H 0.710 2.212 -0.779
C 0.323 -1.595 0.446
C -0.601 -0.828 0.354
C -1.768 0.052 0.263
H 1.190 -2.216 0.502
H -2.669 -0.488 0.574
H -1.659 0.930 0.910
H -1.923 0.405 -0.763
*
```

relative energy (zero: lowest compared OMol25 entry of this formula, charge and spin): 479.52 kJ/mol
HOMO-LUMO gap: 10.70 eV
LUMO: 0.79 eV
HOMO: -9.91 eV
energy: -285.23195 a.u.
structure (SMILES): C#[N+][O-].C#CC

No. 12
Density functional theory data (ωB97M-V/def2-TZVPD) for C4H5NO in the gas phase.

```
! RIJCOSX wB97M-V def2-TZVPD def2/J DEFGRID3
* xyz 0 1
N 2.198 0.175 -0.237
C 0.954 0.033 -0.090
C -0.108 1.062 -0.397
C -1.422 0.477 -0.358
C -1.118 -0.848 0.258
O 0.307 -1.074 0.361
H 2.696 -0.677 0.028
H 0.168 1.932 -0.991
H -0.553 1.495 0.567
H -1.551 -1.618 -0.391
H -1.571 -0.956 1.251
*
```

relative energy (zero: lowest compared OMol25 entry of this formula, charge and spin): 355.87 kJ/mol
HOMO-LUMO gap: 9.65 eV
LUMO: 0.19 eV
HOMO: -9.46 eV
energy: -285.27904 a.u.

No. 13
Density functional theory data (ωB97M-V/def2-TZVPD) for C4H5NO in the gas phase.

```
! RIJCOSX wB97M-V def2-TZVPD def2/J DEFGRID3
* xyz 0 1
C -1.372 0.228 -0.314
C -0.386 -0.556 0.522
O -0.692 -1.159 1.520
C 1.077 -0.534 0.045
C 1.562 0.846 0.000
N 1.869 1.961 -0.022
H -2.315 -0.319 -0.385
H -0.992 0.453 -1.315
H -1.575 1.181 0.187
H 1.147 -0.961 -0.964
H 1.677 -1.140 0.727
*
```

relative energy (zero: lowest compared OMol25 entry of this formula, charge and spin): 40.92 kJ/mol
HOMO-LUMO gap: 11.06 eV
LUMO: 0.64 eV
HOMO: -10.42 eV
energy: -285.39900 a.u.
structure (SMILES): CC(=O)CC#N

No. 14
Density functional theory data (ωB97M-V/def2-TZVPD) for C4H5NO in the gas phase.

```
! RIJCOSX wB97M-V def2-TZVPD def2/J DEFGRID3
* xyz 0 1
C -2.421 0.093 0.347
C -0.970 -0.042 0.238
C 0.221 -0.216 0.154
C 1.626 -0.626 0.087
N 2.505 0.359 -0.245
O 1.966 -1.774 0.303
H -2.911 -0.546 -0.394
H -2.752 1.123 0.188
H -2.754 -0.228 1.339
H 3.485 0.121 -0.260
H 2.225 1.320 -0.348
*
```

relative energy (zero: lowest compared OMol25 entry of this formula, charge and spin): 111.70 kJ/mol
HOMO-LUMO gap: 10.75 eV
LUMO: 0.86 eV
HOMO: -9.89 eV
energy: -285.37204 a.u.
structure (SMILES): CC#CC(N)=O

No. 15
Density functional theory data (ωB97M-V/def2-TZVPD) for C4H5NO in the gas phase.

```
! RIJCOSX wB97M-V def2-TZVPD def2/J DEFGRID3
* xyz 0 1
N -3.103 -0.139 0.104
C -2.007 0.136 0.345
C -0.619 0.489 0.660
C 0.395 -0.503 0.119
C 1.330 -0.161 -0.954
O 1.733 -0.151 0.409
H -0.506 0.527 1.749
H -0.413 1.493 0.276
H 0.148 -1.552 0.282
H 1.770 -0.955 -1.556
H 1.271 0.815 -1.435
*
```

relative energy (zero: lowest compared OMol25 entry of this formula, charge and spin): 151.91 kJ/mol
HOMO-LUMO gap: 11.83 eV
LUMO: 0.83 eV
HOMO: -11.00 eV
energy: -285.35673 a.u.
structure (SMILES): N#CC[C@H]1CO1

No. 16
Density functional theory data (ωB97M-V/def2-TZVPD) for C4H5NO in the gas phase.

```
! RIJCOSX wB97M-V def2-TZVPD def2/J DEFGRID3
* xyz 0 1
O 0.918 -1.795 -0.293
C 0.332 -0.610 -0.006
C -0.404 -0.251 1.088
C -0.938 1.037 0.817
C -0.545 1.386 -0.396
N 0.291 0.431 -0.922
H 1.729 -1.588 -1.006
H -0.342 -0.720 2.034
H -1.772 1.447 1.474
H -0.543 2.349 -0.953
H 0.875 0.493 -1.771
*
```

relative energy (zero: lowest compared OMol25 entry of this formula, charge and spin): 122.61 kJ/mol
HOMO-LUMO gap: 8.23 eV
LUMO: 0.41 eV
HOMO: -7.82 eV
energy: -285.36789 a.u.
structure (SMILES): Oc1ccc[nH]1

No. 17
Density functional theory data (ωB97M-V/def2-TZVPD) for C4H5NO in the gas phase.

```
! RIJCOSX wB97M-V def2-TZVPD def2/J DEFGRID3
* xyz 0 1
C 2.153 -1.023 -0.263
C 1.388 -0.050 0.149
N 0.617 0.826 0.536
C -0.724 0.387 0.803
C -1.663 0.670 -0.336
O -1.014 -0.150 1.838
H 2.239 -1.238 -1.323
H 2.656 -1.650 0.466
H -2.632 0.215 -0.132
H -1.243 0.264 -1.263
H -1.778 1.749 -0.476
*
```

relative energy (zero: lowest compared OMol25 entry of this formula, charge and spin): 125.93 kJ/mol
HOMO-LUMO gap: 10.30 eV
LUMO: 0.87 eV
HOMO: -9.43 eV
energy: -285.36662 a.u.
structure (SMILES): C=C=NC(C)=O

No. 18
Density functional theory data (ωB97M-V/def2-TZVPD) for C4H5NO in the gas phase.

```
! RIJCOSX wB97M-V def2-TZVPD def2/J DEFGRID3
* xyz 0 1
C -2.408 0.096 0.319
C -0.961 -0.099 0.244
C 0.228 -0.294 0.188
C 1.648 -0.651 0.154
N 2.473 0.352 -0.256
O 2.046 -1.759 0.460
H -2.909 -0.485 -0.461
H -2.679 1.148 0.191
H -2.787 -0.244 1.288
H 3.464 0.169 -0.273
H 2.131 1.276 -0.461
*
```

relative energy (zero: lowest compared OMol25 entry of this formula, charge and spin): 110.49 kJ/mol
HOMO-LUMO gap: 10.77 eV
LUMO: 0.84 eV
HOMO: -9.92 eV
energy: -285.37250 a.u.
structure (SMILES): CC#CC(N)=O

No. 19
Density functional theory data (ωB97M-V/def2-TZVPD) for C4H5NO in the gas phase.

```
! RIJCOSX wB97M-V def2-TZVPD def2/J DEFGRID3
* xyz 0 1
C -1.742 1.675 1.601
C -1.000 1.491 0.665
C 0.055 0.520 0.357
O 0.775 0.196 1.286
N 0.096 -0.080 -0.858
C 0.987 -1.216 -0.984
H -2.322 1.694 2.493
H -0.509 0.208 -1.614
H 1.725 -1.057 -1.772
H 0.435 -2.147 -1.154
H 1.499 -1.284 -0.021
*
```

relative energy (zero: lowest compared OMol25 entry of this formula, charge and spin): 229.23 kJ/mol
HOMO-LUMO gap: 10.56 eV
LUMO: 0.73 eV
HOMO: -9.83 eV
energy: -285.32727 a.u.
structure (SMILES): C#CC(=O)NC

No. 20
Density functional theory data (ωB97M-V/def2-TZVPD) for a molecular structure, C4H5NO.

```
! RIJCOSX wB97M-V def2-TZVPD def2/J DEFGRID3
* xyz 0 1
C -1.535 -0.085 -0.682
C -0.285 -0.011 0.106
O -0.341 0.328 1.291
C 1.142 -0.186 -0.229
C 1.464 0.531 1.205
N 2.114 0.915 2.097
H -2.283 0.522 -0.162
H -1.869 -1.126 -0.714
H -1.395 0.274 -1.703
H 1.462 -0.002 -1.287
H 1.526 -1.159 0.076
*
```

relative energy (zero: lowest compared OMol25 entry of this formula, charge and spin): 279.00 kJ/mol
HOMO-LUMO gap: 9.40 eV
LUMO: 0.19 eV
HOMO: -9.21 eV
energy: -285.30832 a.u.